{"formula": "C2H3N3O2", "method": "ωB97M-V/def2-TZVPD", "species": ["C", "C", "N", "N", "N", "O", "O", "H", "H", "H"], "coordinates": [[0.447, -0.241, -0.744], [-1.348, 1.018, 0.181], [1.376, -1.067, -0.790], [-1.486, 0.608, 1.524], [-0.585, 0.408, -0.773], [2.833, -1.629, -1.073], [-0.710, -0.237, 1.885], [-2.377, 1.254, -0.027], [-1.020, 2.087, 0.095], [2.870, -2.201, -0.278]], "mulliken_charge": [0.59, -0.38, -0.30, 0.05, -0.41, -0.27, -0.33, 0.33, 0.33, 0.38], "de_lowest_kj_mol": 772.3, "charge": 0, "gap_ev": [8.909, 8.910], "homo_energy_ev": [-9.3, -9.3], "lumo_energy_ha": [-0.0147, -0.0147], "spin_multiplicity": 1, "smiles": "O=NCN=C=NO"}

=====

{"formula": "C8H12B2F4LiN4O4", "method": "ωB97M-V/def2-TZVPD", "species": ["Li", "C", "C", "N", "O", "B", "F", "F", "O", "N", "C", "C", "C", "N", "O", "B", "F", "F", "O", "N", "C", "C", "C", "H", "H", "H", "H", "H", "H", "H", "H", "H", "H", "H", "H"], "coordinates": [[0.688, 1.423, 0.125], [-2.626, 0.705, -3.038], [-1.846, 0.720, -1.773], [-0.524, 0.653, -1.679], [0.176, 0.454, -2.739], [1.656, 0.725, -2.380], [2.351, 0.929, -3.495], [1.667, 1.787, -1.437], [2.177, -0.536, -1.664], [1.778, -0.485, -0.442], [2.246, -1.375, 0.427], [3.307, -2.378, 0.143], [1.640, -1.187, 1.719], [0.760, -0.190, 1.690], [0.106, 0.075, 2.767], [-0.636, 1.413, 2.545], [0.218, 2.236, 1.760], [-1.009, 1.911, 3.720], [-1.883, 1.097, 1.698], [-1.512, 0.990, 0.468], [-2.443, 0.894, -0.474], [-3.908, 1.025, -0.258], [1.999, -1.935, 2.950], [-1.963, 0.638, -3.897], [-3.232, 1.610, -3.118], [-3.309, -0.148, -3.047], [3.610, -2.324, -0.899], [2.944, -3.385, 0.359], [4.176, -2.196, 0.778], [-4.130, 1.132, 0.799], [-4.427, 0.148, -0.649], [-4.290, 1.896, -0.794], [2.693, -2.745, 2.749], [1.097, -2.330, 3.419], [2.450, -1.247, 3.670]], "mulliken_charge": [0.81, -1.40, 0.38, 0.48, -0.34, 0.54, -0.27, -0.41, -0.32, 0.47, 0.38, -1.57, 0.42, 0.40, -0.35, 0.53, -0.40, -0.27, -0.31, 0.44, 0.28, -1.40, -1.43, 0.38, 0.34, 0.34, 0.37, 0.39, 0.38, 0.37, 0.35, 0.33, 0.38, 0.36, 0.36], "charge": 1, "gap_ev": [6.835, 6.814], "homo_energy_ev": [-13.4, -13.4], "lumo_energy_ha": [-0.2426, -0.2431], "spin_multiplicity": 1}

=====

> What is the formula in the first record?

C2H3N3O2